The following is a DFT calculation (ωB97M-V with the def2-TZVPD basis set) of a molecular structure, C14H31AlCaF6IKO3S at a distorted geometry.

Positions of all 59 atoms, in Å:
C  7.630  -0.187  0.717
C  6.626  0.197  -0.377
C  6.456  1.725  -0.319
C  5.297  -0.480  -0.005
C  4.266  -0.271  -1.101
O  3.077  -1.137  -1.027
S  2.685  -1.598  0.436
O  2.359  -0.454  1.241
O  1.126  -2.300  -0.015
C  0.115  -1.356  0.319
C  0.064  -0.108  -0.580
C  -0.878  0.939  -0.021
I  -0.556  -0.668  -2.624
H  8.523  0.434  0.674
H  7.142  -0.059  1.683
H  7.908  -1.238  0.647
H  6.984  -0.137  -1.352
H  5.463  2.068  -0.602
H  7.185  2.250  -0.934
H  6.616  2.043  0.712
H  4.976  0.019  0.911
H  5.480  -1.534  0.212
H  4.724  -0.526  -2.054
H  3.915  0.754  -1.187
H  0.078  -1.080  1.372
H  -0.840  -1.885  0.150
H  1.047  0.363  -0.678
H  -1.873  0.862  -0.471
H  -0.391  1.916  -0.163
H  -1.019  0.780  1.060
C  -4.668  1.843  1.334
C  -5.116  0.553  0.646
C  -5.174  0.692  -0.875
C  -6.175  1.730  -1.382
C  -7.619  1.506  -0.935
C  -8.213  0.191  -1.433
H  -5.359  2.664  1.158
H  -4.619  1.693  2.403
H  -3.677  2.147  0.984
H  -6.088  0.240  1.039
H  -4.409  -0.254  0.893
H  -5.405  -0.284  -1.308
H  -4.179  0.956  -1.246
H  -6.134  1.735  -2.473
H  -5.857  2.729  -1.070
H  -8.226  2.332  -1.312
H  -7.693  1.550  0.157
H  -8.190  0.145  -2.523
H  -9.252  0.093  -1.118
H  -7.672  -0.674  -1.045
F  1.179  2.222  -0.952
K  -3.753  0.688  3.695
F  3.392  -3.925  2.028
Al  4.774  -3.930  3.012
F  5.976  -3.080  2.184
F  5.244  -5.516  3.296
F  4.392  -3.153  4.455
Ca  -1.059  -3.002  -1.269
F  -0.604  -1.226  -4.964

HOMO level	-0.2820	hartree
largest force on an atom	2.428	eV/Å
E	-97766.648	eV
LUMO	-0.1154	hartree

Charges in e, computed with Mulliken, in the same order as the atoms: -1.59, 0.41, -1.43, -0.80, -0.52, -0.27, 0.69, -0.51, -0.17, -1.84, 1.37, -0.64, 0.06, 0.43, 0.34, 0.41, 0.44, 0.41, 0.35, 0.33, 0.40, 0.51, 0.32, 0.30, 0.38, 0.57, 0.43, -0.28, 0.40, 0.12, -1.61, -0.36, -0.49, -0.87, -0.38, -1.18, 0.36, 0.67, 0.27, 0.38, 0.46, 0.38, 0.05, 0.43, 0.30, 0.38, 0.21, 0.30, 0.39, 0.27, -0.88, 1.01, -0.33, 0.44, -0.33, -0.38, -0.39, 1.04, -0.77

=====

The following is a DFT calculation (ωB97M-V with the def2-TZVPD basis set) of a molecular structure, C14H31AsIrNS4SeSi4 at a distorted geometry.

Positions of all 57 atoms, in Å:
Ir  0.381  -2.228  0.464
S  2.791  -5.669  2.589
As  2.690  -3.631  2.126
S  2.407  -3.249  -0.062
S  0.724  -2.730  2.691
S  4.259  -2.466  2.897
Se  -1.314  -3.606  -0.617
C  -3.070  -2.876  -0.454
C  -3.999  -3.126  -1.458
C  -5.274  -2.596  -1.334
N  -5.675  -1.856  -0.301
C  -4.780  -1.641  0.663
C  -3.484  -2.128  0.640
H  -3.720  -3.712  -2.325
H  -6.014  -2.770  -2.109
H  -5.122  -1.043  1.502
H  -2.804  -1.926  1.456
C  -0.175  3.054  1.783
Si  0.098  1.200  1.959
C  1.287  0.936  3.376
C  -1.570  0.448  2.426
Si  0.696  0.042  -0.030
Si  -0.549  0.789  -1.901
C  -0.578  2.659  -2.097
C  0.082  0.029  -3.499
C  -2.329  0.232  -1.706
Si  2.882  0.885  -0.429
C  4.110  0.513  0.918
C  2.867  2.761  -0.628
C  3.526  0.139  -2.033
H  -0.609  3.434  2.712
H  -0.862  3.293  0.969
H  0.758  3.589  1.603
H  0.802  1.214  4.317
H  2.185  1.546  3.264
H  1.601  -0.107  3.451
H  -1.965  0.847  3.366
H  -1.450  -0.632  2.551
H  -2.312  0.620  1.642
H  0.401  3.057  -2.364
H  -0.894  3.151  -1.176
H  -1.281  2.936  -2.888
H  1.016  0.486  -3.830
H  -0.654  0.148  -4.299
H  0.265  -1.040  -3.365
H  -2.803  0.693  -0.835
H  -2.368  -0.847  -1.566
H  -2.929  0.478  -2.587
H  3.832  0.983  1.863
H  5.097  0.888  0.627
H  4.195  -0.557  1.115
H  2.468  3.253  0.262
H  2.280  3.091  -1.484
H  3.895  3.106  -0.771
H  3.396  -0.946  -2.019
H  4.592  0.347  -2.158
H  3.002  0.534  -2.905

HOMO level (spin up / spin down)	-0.1696 / -0.1699	hartree
energy above the lowest of the compared OMol25 structures with the same formula, charge and spin	28.4	kcal per mole
⟨S²⟩	0.76
charge	-1
largest force on an atom	2.306	eV/Å
spin multiplicity	2
E	-220392.840	eV
LUMO (spin up / spin down)	0.0248 / 0.0239	hartree

Charges in e, computed with Mulliken, in the same order as the atoms: 1.48, -0.50, 0.36, -0.34, -0.37, -0.52, -0.20, -0.23, -0.19, -0.35, -0.65, -0.41, 0.06, 0.38, 0.35, 0.40, 0.48, -1.12, 0.06, -0.94, -0.68, -0.33, 0.15, -0.99, -1.13, -0.51, 0.34, -0.67, -1.00, -1.04, 0.40, 0.26, 0.30, 0.37, 0.26, 0.25, 0.46, -0.01, 0.16, 0.30, 0.18, 0.39, 0.31, 0.40, 0.29, 0.27, -0.28, 0.53, 0.28, 0.37, -0.08, 0.18, 0.24, 0.40, 0.23, 0.40, 0.29